Entry 1:
Density functional theory data (ωB97M-V/def2-TZVPD) for C12H26LaNO2P2 as an isolated structure.

Output
total charge	+2
energy above the lowest of the compared OMol25 structures with the same formula, charge and spin	699.9	kJ/mol
electronic energy	-37866.5811	eV
maximum force	5.69	eV Å⁻¹
LUMO level (spin up / spin down)	-10.11 / -10.10	eV
Kohn-Sham gap (spin up / spin down)	0.140 / 0.140	Ha

Each line ends with the Löwdin charge.
Element x y z (Å)
1 La -0.826 -0.686 -0.165  1.29
2 P -1.198 2.326 0.286  0.85
3 C -0.049 2.794 -1.006  -0.09
4 C 1.070 2.042 -1.386  -0.30
5 N 1.266 0.704 -0.982  0.01
6 C 2.570 0.251 -0.967  -0.24
7 C 3.633 0.985 -1.465  0.05
8 C 3.394 2.169 -2.088  0.03
9 C 2.093 2.648 -2.145  0.08
10 C 2.908 -1.123 -0.375  -0.26
11 P 1.544 -2.414 -0.312  0.77
12 H 1.798 3.539 -2.608  0.12
13 H 4.613 0.588 -1.389  0.14
14 H 4.207 2.805 -2.505  0.16
15 H 3.698 -1.603 -0.970  0.10
16 H 3.277 -1.043 0.664  0.11
17 H -2.651 0.780 -3.729  -0.02
18 H -0.410 3.487 -1.813  0.15
19 H -1.506 -3.823 -3.931  0.01
20 O -2.407 1.063 -4.597  -0.06
21 H -1.837 0.330 -4.974  0.08
22 H -1.715 -1.456 1.054  -0.25
23 O -0.770 -3.805 -3.361  -0.06
24 H -1.329 -4.068 -2.567  0.08
25 C 1.907 -3.262 -1.889  -0.28
26 H 2.964 -3.571 -1.902  0.06
27 H 1.245 -4.126 -2.001  0.04
28 H 1.693 -2.579 -2.721  0.05
29 C 2.294 -3.597 0.859  -0.24
30 H 1.516 -4.314 1.158  0.06
31 H 3.122 -4.134 0.379  0.06
32 H 2.646 -3.068 1.752  0.06
33 C -0.518 3.666 1.326  -0.19
34 H -0.759 4.585 0.771  0.07
35 H -0.874 3.592 2.338  0.07
36 H 0.577 3.570 1.262  0.07
37 C -2.803 2.961 -0.327  -0.23
38 H -3.557 2.760 0.448  0.07
39 H -2.701 4.031 -0.516  0.06
40 H -3.101 2.469 -1.254  0.05
41 C 0.121 -0.272 1.967  -0.44
42 H 0.268 -1.187 2.537  -0.02
43 H -0.551 0.404 2.514  -0.03
44 H 1.091 0.221 1.921  -0.04

Forces on the atoms, in the same order (eV/Å):
La 0.412 1.363 -4.616
P -0.330 0.393 -0.286
C -0.957 -1.071 -2.843
C 1.153 -1.960 -0.185
N 3.321 1.119 1.354
C -3.268 -1.264 0.827
C 0.103 0.880 -0.377
C 0.862 1.561 -0.965
C -0.721 -0.147 1.123
C -0.571 -0.107 -0.291
P 1.391 -0.350 -0.335
H 0.204 1.388 -0.760
H 0.799 -0.238 0.109
H -0.657 -0.803 0.187
H 0.026 0.386 0.218
H -0.132 0.402 -0.395
H -0.403 -0.465 0.703
H 0.650 0.087 1.018
H -1.132 0.099 -2.280
O 1.515 -0.815 -1.281
H -1.105 1.253 0.598
H -2.966 -2.656 4.071
O -0.594 -0.259 3.083
H 1.554 0.179 -0.746
C -0.181 0.167 -0.167
H -0.385 0.036 -0.085
H 0.257 0.095 -0.060
H 0.109 -0.272 0.049
C -0.349 0.021 0.314
H 0.327 0.112 -0.007
H -0.177 0.178 0.158
H -0.116 -0.219 -0.112
C 0.806 0.151 -0.656
H -0.185 -0.055 0.743
H -0.117 0.235 0.355
H -0.256 0.005 0.565
C 0.415 0.134 0.200
H 0.151 0.192 -0.256
H -0.319 0.032 0.071
H -0.010 -0.078 0.071
C 0.738 0.312 0.380
H -0.186 -0.042 0.253
H 0.003 -0.267 0.159
H 0.322 0.289 0.096

***

Entry 2:
Density functional theory data (ωB97M-V/def2-TZVPD) for C12H26N2O2PrS3Se2 as an isolated structure.

Output
total charge	-1
electronic energy	-197210.6215	eV
maximum force	3.16	eV Å⁻¹
multiplicity	3
LUMO level	2.38	eV
Kohn-Sham gap	0.217	Ha
⟨S²⟩	2.004

Each line ends with the Mulliken spin population.
Element x y z (Å)
1 Pr 0.386 -0.265 0.611  2.04
2 C -3.050 -1.390 1.234  0.00
3 N -2.128 -1.414 0.061  0.00
4 C -2.825 -0.793 -1.112  0.00
5 C -1.786 -2.799 -0.262  0.00
6 C -0.539 -2.962 -1.194  0.00
7 N 0.683 -2.851 -0.434  0.00
8 C 1.887 -2.690 -1.288  0.00
9 C 0.992 -3.982 0.455  0.00
10 H -3.715 -2.239 1.324  0.00
11 H -3.559 -0.400 1.373  0.00
12 H -2.495 -1.455 2.212  0.00
13 H -3.718 -1.458 -1.332  0.00
14 H -2.130 -0.738 -1.940  0.00
15 H -3.290 0.179 -0.882  0.00
16 H -2.617 -3.303 -0.724  0.00
17 H -1.548 -3.338 0.677  0.00
18 H -0.330 -2.345 -2.062  0.00
19 H -0.578 -4.063 -1.500  0.00
20 H 1.960 -3.298 -2.152  0.00
21 H 2.825 -2.884 -0.775  0.00
22 H 1.983 -1.600 -1.559  0.00
23 H 1.445 -4.850 -0.095  0.00
24 H 0.127 -4.385 1.041  0.00
25 H 1.690 -3.661 1.235  0.00
26 S 1.253 -3.197 4.132  0.00
27 C 1.348 -1.733 3.281  0.00
28 S 2.645 -1.245 2.250  -0.01
29 S -0.119 -0.840 3.445  -0.01
30 O 1.943 1.532 0.755  0.00
31 C 2.076 2.781 -0.018  0.00
32 C 0.713 3.411 -0.381  0.00
33 C 1.130 4.970 -0.669  0.00
34 O 0.073 5.802 -1.037  0.00
35 C -0.278 3.546 0.862  0.00
36 Se -1.494 2.043 1.331  -0.01
37 C 0.103 2.767 -1.592  0.00
38 Se 0.396 0.786 -2.154  -0.01
39 H 2.418 1.425 1.630  0.00
40 H 2.569 2.512 -0.984  0.00
41 H 2.770 3.430 0.549  0.00
42 H 1.871 4.897 -1.447  0.00
43 H 1.685 5.366 0.226  0.00
44 H 0.419 6.669 -1.343  0.00
45 H -0.947 4.370 0.631  0.00
46 H 0.402 3.842 1.710  0.00
47 H 0.376 3.286 -2.561  0.00
48 H -1.021 2.565 -1.529  0.00

Forces on the atoms, in the same order (eV/Å):
Pr -0.780 -0.077 1.186
C 1.101 1.165 1.876
N -0.814 0.740 0.245
C -1.202 -1.087 0.741
C 1.367 0.383 -0.254
C -0.096 -2.545 0.630
N 1.891 0.007 0.927
C 0.233 2.577 0.821
C -0.459 -0.970 0.939
H -0.650 -0.184 -0.727
H 0.226 -0.942 -0.747
H 0.113 -0.059 -1.085
H 0.834 0.422 -0.229
H -0.139 0.173 -0.205
H 0.859 -0.201 0.109
H -0.669 -0.309 -0.289
H -0.120 0.373 -0.477
H -1.120 0.335 -0.238
H -0.243 1.130 -0.355
H -0.628 -0.769 -1.152
H -0.262 -0.121 0.738
H -0.213 -0.981 -0.320
H -0.395 0.638 0.131
H 0.458 0.543 -0.723
H 0.047 -0.010 -0.284
S 1.110 -0.035 -0.330
C -1.155 -1.465 0.931
S -0.127 0.338 -0.307
S 0.194 1.170 -1.201
O 0.484 0.530 0.313
C 0.552 -0.687 0.064
C -0.066 1.919 1.723
C 0.877 -1.648 0.866
O -0.353 0.844 -0.409
C 1.228 -0.348 -0.296
Se 0.638 -0.122 -0.365
C -1.933 -1.255 -2.160
Se 0.730 0.559 0.405
H -0.442 0.561 -1.307
H -0.225 -0.005 0.779
H -0.619 -0.051 -0.201
H 0.456 0.144 -0.724
H -0.692 -0.387 -0.400
H -0.264 -1.063 0.362
H 0.099 0.097 0.089
H -0.899 -0.331 -0.470
H -0.433 -0.376 1.214
H 1.500 1.381 0.167

***

Entry 3:
Density functional theory data (ωB97M-V/def2-TZVPD) for an isolated molecule of C12H26N4.

Output
electronic energy	-18825.2944	eV
maximum force	3.21	eV Å⁻¹
SMILES	[H]/N=C(/N)NC1CN(C(C)(C)CC(C)(C)C)C1
LUMO level	0.55	eV
Kohn-Sham gap	0.324	Ha

Each line ends with the Löwdin charge.
Element x y z (Å)
1 H 0.146 -2.506 4.074  0.02
2 N -0.598 -2.979 3.597  0.12
3 C -0.425 -3.198 2.361  -0.68
4 N -1.418 -3.817 1.743  0.13
5 N 0.651 -2.811 1.672  0.09
6 C 1.399 -1.587 2.038  -0.26
7 C 2.210 -0.955 0.922  -0.10
8 N 1.416 0.297 1.110  -0.10
9 C 0.942 1.177 0.019  -0.49
10 C 0.216 2.320 0.733  -0.04
11 C 2.176 1.765 -0.691  -0.03
12 C 0.044 0.310 -0.980  -0.08
13 C -1.043 0.887 -1.909  -0.57
14 C -2.237 1.567 -1.162  -0.06
15 C -1.635 -0.287 -2.736  -0.07
16 C -0.519 1.920 -2.930  -0.06
17 C 0.591 -0.295 2.181  -0.12
18 H -1.616 -3.508 0.820  0.08
19 H -2.212 -3.968 2.352  0.11
20 H 0.569 -2.974 0.687  0.12
21 H 1.992 -1.806 2.961  0.15
22 H 2.085 -1.439 -0.054  0.11
23 H 3.261 -0.780 1.101  0.11
24 H 0.817 2.682 1.568  0.09
25 H -0.689 1.962 1.164  0.06
26 H 0.027 3.158 0.041  0.09
27 H 2.881 2.262 0.007  0.10
28 H 1.841 2.488 -1.438  0.07
29 H 2.663 0.912 -1.211  0.09
30 H 0.731 -0.227 -1.605  0.10
31 H -0.460 -0.426 -0.385  0.10
32 H -1.979 2.521 -0.723  0.06
33 H -3.089 1.798 -1.792  0.08
34 H -2.583 0.934 -0.340  0.08
35 H -2.016 -1.068 -2.099  0.07
36 H -0.793 -0.725 -3.325  0.09
37 H -2.387 0.082 -3.443  0.08
38 H -1.285 2.188 -3.654  0.08
39 H -0.246 2.805 -2.356  0.07
40 H 0.345 1.481 -3.478  0.10
41 H 0.720 0.199 3.147  0.11
42 H -0.495 -0.357 2.014  0.12

Forces on the atoms, in the same order (eV/Å):
H 0.584 0.036 0.008
N -0.680 0.149 1.563
C 0.386 1.365 2.877
N -1.563 -1.750 -1.532
N 1.792 1.080 -1.763
C -0.111 -1.566 1.591
C -0.908 0.957 -0.685
N 0.651 0.037 -0.238
C -0.149 -0.278 0.462
C 0.476 0.196 -0.526
C -0.071 -0.850 -0.105
C 0.073 1.509 0.386
C -1.346 0.681 -0.706
C 0.612 -0.468 0.434
C 1.466 0.375 -0.348
C 0.625 -0.786 0.516
C -0.238 0.478 -0.383
H -0.362 -0.007 -0.639
H 0.160 0.063 -0.245
H 0.262 0.061 -0.440
H -0.366 0.087 -0.756
H -0.006 -0.082 0.026
H 0.368 -0.222 0.108
H 0.240 0.018 -0.172
H -0.972 -0.086 0.226
H -0.111 -0.333 0.322
H -0.493 -0.429 -0.323
H 0.163 -0.087 -0.032
H 0.144 0.708 0.192
H 0.497 -0.403 -0.457
H -0.331 -0.536 0.616
H 0.335 0.191 0.144
H -0.075 -0.329 -0.476
H -0.093 -0.057 -0.044
H -0.413 -0.279 0.203
H -0.640 0.140 0.224
H 0.025 -0.201 0.263
H -0.101 0.011 0.010
H 0.330 0.213 -0.377
H -0.356 0.550 0.304
H 0.021 0.111 -0.002
H 0.176 -0.269 -0.225

***

Entry 4:
Density functional theory data (ωB97M-V/def2-TZVPD) for C12H26N4O7Ru as an isolated structure.

Output
total charge	+1
energy above the lowest of the compared OMol25 structures with the same formula, charge and spin	76.6	kJ/mol
electronic energy	-35724.3539	eV
maximum force	3.31	eV Å⁻¹
multiplicity	6
LUMO level (spin up / spin down)	-4.21 / -6.47	eV
Kohn-Sham gap (spin up / spin down)	0.238 / 0.211	Ha
⟨S²⟩	8.878

Each line ends with the Mulliken spin population.
Element x y z (Å)
1 O 4.353 0.313 -3.414  0.00
2 H 4.851 0.978 -3.912  0.00
3 Ru 0.068 -0.107 -0.207  2.27
4 N 0.651 -1.160 1.455  0.14
5 N 1.065 -1.607 -0.975  0.06
6 N -0.798 1.632 0.409  0.36
7 N 0.095 1.082 -1.811  0.43
8 O 0.421 -0.852 2.720  0.44
9 O -1.208 2.046 1.716  0.07
10 O 0.847 1.041 -2.955  0.14
11 O 1.561 -1.589 -2.170  0.39
12 C 1.334 -2.666 -0.142  -0.03
13 C 0.983 -2.444 1.197  0.02
14 C -1.276 2.458 -0.550  0.19
15 C -0.767 2.146 -1.811  0.32
16 C 0.768 -3.396 2.307  0.00
17 H -0.286 -3.472 2.589  0.00
18 H 1.307 -3.068 3.196  -0.01
19 H 1.101 -4.392 2.013  0.00
20 C 1.935 -3.914 -0.676  0.01
21 H 2.947 -3.751 -1.064  0.00
22 H 1.319 -4.341 -1.474  0.00
23 H 1.995 -4.641 0.140  0.00
24 C -2.347 3.395 -0.243  0.00
25 C -1.114 2.948 -3.008  0.00
26 H -2.424 3.604 0.815  0.00
27 H -3.336 3.068 -0.574  0.01
28 H -2.187 4.331 -0.775  0.00
29 H -0.870 2.430 -3.929  0.01
30 H -0.589 3.906 -2.976  0.03
31 H -2.182 3.184 -2.987  0.01
32 H -1.291 1.230 2.241  0.00
33 H 1.330 0.180 -2.915  0.00
34 C 4.197 0.776 -2.066  0.00
35 H 3.914 -0.119 -1.512  0.00
36 H 3.356 1.474 -2.015  0.00
37 H 5.103 1.235 -1.636  0.00
38 O 1.972 1.393 1.251  0.08
39 H 1.083 1.783 1.111  -0.02
40 H 1.740 0.556 1.707  -0.01
41 C -3.752 -0.261 1.136  0.00
42 C -2.502 -0.716 1.774  0.04
43 C -2.375 -0.740 3.257  0.00
44 O -1.646 -1.209 1.028  0.01
45 H -4.597 -0.290 1.824  0.00
46 H -3.953 -0.920 0.270  0.00
47 H -3.661 0.753 0.741  0.00
48 H -1.978 -1.731 3.541  0.00
49 H -1.750 0.030 3.741  0.00
50 H -3.407 -0.586 3.616  0.00

Forces on the atoms, in the same order (eV/Å):
O 0.350 0.490 0.156
H -0.214 -0.246 0.129
Ru 1.445 0.712 -0.286
N -0.056 -0.166 3.302
N 1.772 -1.152 -1.321
N -1.463 1.395 1.632
N 0.133 -1.055 -1.103
O 0.596 -0.191 -3.105
O 0.187 -0.869 -1.134
O 0.176 -0.284 0.651
O -1.013 -0.187 1.866
C -0.130 0.093 -0.650
C -0.757 0.581 0.039
C 0.600 -1.264 0.050
C -0.956 1.443 0.695
C 0.852 -0.927 -0.023
H 0.028 0.287 -0.250
H 0.012 -0.105 -0.056
H -0.004 0.055 0.206
C 0.048 -0.352 0.325
H -0.237 0.106 -0.015
H 0.124 0.163 0.012
H 0.072 0.069 -0.287
C -0.754 1.517 -0.323
C -0.208 -0.164 -0.077
H 0.117 0.089 0.024
H 0.075 -0.367 -0.092
H 0.032 0.184 0.100
H 0.035 0.046 -0.023
H 0.121 -0.021 -0.073
H 0.096 -0.058 -0.059
H 0.472 0.147 -0.098
H -0.168 0.042 -0.018
C -0.225 -0.253 -0.434
H 0.175 0.101 0.283
H 0.155 0.180 0.159
H -0.318 -0.261 -0.212
O -1.002 -0.613 -0.262
H 0.939 0.216 0.342
H 0.565 0.817 0.137
C -0.997 -0.118 -0.486
C 0.616 -0.804 -1.163
C -0.818 -0.161 0.662
O -1.064 0.310 0.401
H 0.021 0.117 -0.115
H 0.081 0.351 0.418
H 0.113 0.115 0.108
H -0.174 0.571 0.053
H -0.048 -0.311 -0.423
H 0.599 -0.266 0.340

***

Question: Among the records above, which one has the highest maximum force?
Answer: C12H26LaNO2P2

***

Question: Which of these has the highest maximum force?
Answer: C12H26LaNO2P2